# 1
78
Properties=species:S:1:pos:R:3 method="wB97M-V/def2-TZVPD" charge=+2 relative_energy_kcal_mol=0.0 s2=6.049 spin_multiplicity=5 energy_ha=-2648.1558
Pt 0.154 0.110 2.160
C -1.729 0.900 -2.670
C -1.795 -0.432 -2.534
C -1.257 -1.409 -3.546
C 0.061 -1.001 -4.252
C 1.068 -0.247 -3.432
C 1.110 1.076 -3.262
C 0.182 2.048 -3.925
C -1.299 1.600 -3.921
C 1.455 0.453 3.755
H -2.129 1.563 -1.904
H -2.430 -0.876 -1.760
H -2.028 -1.557 -4.326
H -1.121 -2.397 -3.076
H 0.541 -1.937 -4.579
H -0.178 -0.431 -5.160
H 1.930 -0.855 -3.137
H 1.997 1.543 -2.836
H 0.497 2.203 -4.975
H 0.275 3.030 -3.431
H -1.913 2.505 -4.049
H -1.477 0.956 -4.791
H 1.027 1.306 4.300
H 2.511 0.603 3.497
H 1.317 -0.475 4.329
P -1.398 -0.784 0.802
P 1.869 0.063 0.783
C -0.212 -1.350 -0.437
C 1.067 -0.863 -0.512
C -2.420 -2.211 1.239
C -2.772 -3.123 0.231
C -3.544 -4.245 0.542
C -3.972 -4.463 1.857
C -3.661 -3.533 2.858
C -2.895 -2.407 2.549
C -2.537 0.621 0.457
C -2.054 1.950 0.461
C -2.947 3.022 0.400
C -4.323 2.784 0.342
C -4.808 1.473 0.342
C -3.925 0.396 0.408
C 3.315 -0.949 1.224
C 3.100 -2.236 1.752
C 4.193 -3.062 2.034
C 5.494 -2.602 1.802
C 5.705 -1.315 1.298
C 4.622 -0.482 1.019
C 2.422 1.769 0.480
C 2.240 2.788 1.431
C 2.646 4.090 1.140
C 3.212 4.382 -0.103
C 3.404 3.368 -1.050
C 3.046 2.053 -0.739
H -0.504 -2.195 -1.061
H 1.719 -1.139 -1.331
H -2.453 -2.956 -0.797
H -3.819 -4.955 -0.240
H -4.561 -5.349 2.104
H -4.020 -3.685 3.877
H -2.656 -1.662 3.307
H -0.977 2.135 0.533
H -2.553 4.040 0.401
H -5.009 3.629 0.312
H -5.880 1.289 0.305
H -4.311 -0.623 0.449
H 2.081 -2.571 1.956
H 4.027 -4.059 2.442
H 6.344 -3.247 2.013
H 6.718 -0.950 1.127
H 4.780 0.537 0.661
H 1.792 2.549 2.397
H 2.523 4.870 1.892
H 3.515 5.403 -0.334
H 3.838 3.589 -2.027
H 3.245 1.231 -1.433
S -2.534 0.349 6.051
C -1.714 0.247 4.699
N -1.225 0.111 3.612



# 2
80
Properties=species:S:1:pos:R:3 method="wB97M-V/def2-TZVPD" charge=+1 relative_energy_kcal_mol=10.2 s2=8.765 spin_multiplicity=6 energy_ha=-2104.9968
Ru 9.095 8.953 11.425
O 9.302 14.770 11.781
C 8.220 15.064 11.551
O 7.151 15.434 11.421
C 8.450 11.969 12.868
C 8.908 10.997 13.876
C 8.071 11.342 15.138
C 6.626 10.824 14.791
C 6.964 10.297 13.339
O 8.300 9.763 13.473
C 7.157 11.501 12.332
C 7.216 11.219 10.766
O 6.657 12.000 10.041
O 7.940 10.205 10.307
H 8.955 12.865 12.639
H 9.957 10.852 14.054
H 8.083 12.431 15.389
H 8.493 10.758 15.982
H 5.868 11.579 14.895
H 6.368 9.966 15.420
H 6.298 9.636 12.866
H 6.311 12.181 12.354
C 6.181 7.571 8.293
C 7.061 6.985 9.293
C 8.361 6.564 9.058
C 9.204 6.313 10.122
C 8.775 6.391 11.432
C 7.423 6.678 11.675
C 6.566 6.943 10.607
H 5.326 6.939 8.093
H 6.636 7.906 7.345
H 5.795 8.453 8.746
H 8.685 6.587 8.047
H 10.228 6.046 10.018
H 9.502 6.081 12.216
H 7.027 6.694 12.663
H 5.482 7.041 10.832
C 14.723 10.289 10.239
C 13.611 10.326 9.243
C 13.904 10.827 7.945
C 12.952 10.907 6.914
C 11.661 10.527 7.231
C 11.355 10.027 8.469
C 12.290 9.909 9.469
Sb 11.695 9.247 11.366
C 12.551 7.245 11.499
C 13.342 6.663 10.505
C 13.992 5.442 10.709
C 13.890 4.824 11.914
C 13.107 5.364 12.871
C 12.409 6.554 12.723
C 11.587 7.102 13.815
C 12.856 10.314 12.695
C 13.735 9.661 13.552
C 14.447 10.372 14.510
C 14.419 11.752 14.416
C 13.636 12.381 13.487
C 12.821 11.712 12.575
C 11.858 12.512 11.714
H 15.656 10.344 9.665
H 14.673 9.392 10.887
H 14.731 11.159 10.905
H 14.920 11.154 7.744
H 13.170 11.200 5.882
H 10.858 10.649 6.500
H 10.364 9.728 8.694
H 13.429 7.120 9.520
H 14.505 5.014 9.857
H 14.313 3.836 12.037
H 13.064 4.910 13.857
H 12.212 7.337 14.675
H 10.863 6.453 14.253
H 11.066 8.061 13.571
H 13.859 8.628 13.504
H 15.129 9.816 15.229
H 15.038 12.367 15.039
H 13.676 13.463 13.528
H 11.651 13.470 12.140
H 10.862 12.060 11.573
H 12.216 12.664 10.686



# 3
90
Properties=species:S:1:pos:R:3 method="wB97M-V/def2-TZVPD" charge=-1 relative_energy_kcal_mol=21.9 s2=3.798 spin_multiplicity=4 energy_ha=-6444.8984
Cr -0.269 -0.811 -0.268
C -2.413 -0.762 3.937
C -2.109 -0.648 2.465
S -0.418 -0.820 2.075
C -3.054 -0.416 1.533
C -4.499 -0.165 1.853
S -2.717 -0.473 -0.178
H -1.482 -0.920 4.473
H -3.059 -1.624 4.119
H -2.900 0.130 4.334
H -4.707 -0.298 2.913
H -5.117 -0.854 1.270
H -4.763 0.853 1.555
C 2.975 2.794 1.599
C 3.178 3.811 0.512
C 4.272 4.660 0.593
C 4.463 5.698 -0.303
C 3.516 5.937 -1.286
C 2.437 5.088 -1.410
C 2.281 3.993 -0.554
N 1.188 3.162 -0.757
C 1.150 1.785 -0.596
N 2.336 1.164 -0.778
C 2.713 -0.114 -0.318
C 1.739 -1.053 0.024
C 2.218 -2.241 0.574
C 3.568 -2.487 0.749
C 4.501 -1.558 0.323
C 4.088 -0.360 -0.234
C 5.104 0.620 -0.768
N 0.017 1.180 -0.391
C -1.119 2.020 -0.493
C -1.660 2.182 -1.769
C -2.772 2.972 -1.970
C -3.344 3.625 -0.890
C -2.791 3.488 0.370
C -1.663 2.711 0.595
C -1.057 2.602 1.958
H 3.179 3.264 2.561
H 3.655 1.948 1.501
H 1.963 2.401 1.612
H 4.976 4.509 1.400
H 5.330 6.333 -0.214
H 3.621 6.782 -1.952
H 1.691 5.253 -2.175
H 0.364 3.577 -1.163
H 3.110 1.794 -0.937
H 1.514 -3.001 0.882
H 3.895 -3.418 1.189
H 5.560 -1.754 0.423
H 6.101 0.186 -0.710
H 5.122 1.564 -0.216
H 4.902 0.851 -1.816
H -1.201 1.640 -2.586
H -3.189 3.071 -2.962
H -4.222 4.241 -1.028
H -3.242 4.001 1.205
H -1.793 2.833 2.724
H -0.220 3.294 2.071
H -0.686 1.589 2.119
F -0.946 -4.469 -2.165
B 0.128 -3.921 -1.513
F 0.824 -4.855 -0.809
F 0.959 -3.263 -2.409
F -0.366 -2.894 -0.608
C 1.112 -0.614 -5.621
N 0.324 -0.860 -4.449
C -0.902 -1.456 -4.385
C -1.276 -1.430 -3.075
N -0.300 -0.830 -2.341
C 0.648 -0.501 -3.190
H 0.611 -1.033 -6.493
H 2.096 -1.075 -5.523
H 1.239 0.463 -5.769
H -1.383 -1.859 -5.253
H -2.166 -1.815 -2.614
H 1.579 -0.041 -2.928
Se -3.777 -3.067 -0.102
N -2.422 -3.343 0.943
C -2.750 -4.257 1.851
C -1.857 -4.817 2.778
C -2.322 -5.775 3.637
C -3.676 -6.155 3.639
C -4.580 -5.601 2.768
C -4.129 -4.670 1.817
N -4.846 -4.143 0.817
H -0.826 -4.493 2.774
H -1.638 -6.252 4.325
H -4.002 -6.913 4.343
H -5.619 -5.897 2.765



What did the second record say?
80
Properties=species:S:1:pos:R:3 method="wB97M-V/def2-TZVPD" charge=+1 relative_energy_kcal_mol=10.2 s2=8.765 spin_multiplicity=6 energy_ha=-2104.9968
Ru 9.095 8.953 11.425
O 9.302 14.770 11.781
C 8.220 15.064 11.551
O 7.151 15.434 11.421
C 8.450 11.969 12.868
C 8.908 10.997 13.876
C 8.071 11.342 15.138
C 6.626 10.824 14.791
C 6.964 10.297 13.339
O 8.300 9.763 13.473
C 7.157 11.501 12.332
C 7.216 11.219 10.766
O 6.657 12.000 10.041
O 7.940 10.205 10.307
H 8.955 12.865 12.639
H 9.957 10.852 14.054
H 8.083 12.431 15.389
H 8.493 10.758 15.982
H 5.868 11.579 14.895
H 6.368 9.966 15.420
H 6.298 9.636 12.866
H 6.311 12.181 12.354
C 6.181 7.571 8.293
C 7.061 6.985 9.293
C 8.361 6.564 9.058
C 9.204 6.313 10.122
C 8.775 6.391 11.432
C 7.423 6.678 11.675
C 6.566 6.943 10.607
H 5.326 6.939 8.093
H 6.636 7.906 7.345
H 5.795 8.453 8.746
H 8.685 6.587 8.047
H 10.228 6.046 10.018
H 9.502 6.081 12.216
H 7.027 6.694 12.663
H 5.482 7.041 10.832
C 14.723 10.289 10.239
C 13.611 10.326 9.243
C 13.904 10.827 7.945
C 12.952 10.907 6.914
C 11.661 10.527 7.231
C 11.355 10.027 8.469
C 12.290 9.909 9.469
Sb 11.695 9.247 11.366
C 12.551 7.245 11.499
C 13.342 6.663 10.505
C 13.992 5.442 10.709
C 13.890 4.824 11.914
C 13.107 5.364 12.871
C 12.409 6.554 12.723
C 11.587 7.102 13.815
C 12.856 10.314 12.695
C 13.735 9.661 13.552
C 14.447 10.372 14.510
C 14.419 11.752 14.416
C 13.636 12.381 13.487
C 12.821 11.712 12.575
C 11.858 12.512 11.714
H 15.656 10.344 9.665
H 14.673 9.392 10.887
H 14.731 11.159 10.905
H 14.920 11.154 7.744
H 13.170 11.200 5.882
H 10.858 10.649 6.500
H 10.364 9.728 8.694
H 13.429 7.120 9.520
H 14.505 5.014 9.857
H 14.313 3.836 12.037
H 13.064 4.910 13.857
H 12.212 7.337 14.675
H 10.863 6.453 14.253
H 11.066 8.061 13.571
H 13.859 8.628 13.504
H 15.129 9.816 15.229
H 15.038 12.367 15.039
H 13.676 13.463 13.528
H 11.651 13.470 12.140
H 10.862 12.060 11.573
H 12.216 12.664 10.686



Among the records above, which one has the lowest charge? C36H38BCrF4N7S2Se